Run 1
Here is 16 unconnected molecules or ions with the total composition C4H30BO23 from the OMol25 dataset. Energies are from the ωB97M-V functional and the def2-TZVPD basis.

CARTESIAN COORDINATES (ANGSTROEM)
1 O -30.88500 11.04500 1.73700
2 C -30.83000 10.11900 0.89600
3 O -31.82400 9.64200 0.32800
4 B -31.38000 8.38800 -0.32800
5 O -29.98800 8.20500 0.12200
6 C -29.68000 9.27500 0.70900
7 O -28.70400 9.42800 1.40500
8 O -31.50400 8.41300 -1.77800
9 C -32.18200 7.44600 -2.13700
10 O -32.27700 7.04300 -3.25600
11 C -32.46500 6.60800 -1.01800
12 O -32.15900 7.19900 0.03700
13 O -32.75500 5.40200 -1.05700
14 O -29.13600 7.61300 -2.61600
15 H -29.81800 8.24500 -2.34500
16 H -28.32600 7.78200 -2.13400
17 O -30.40900 7.31500 -5.53600
18 H -31.09400 7.01900 -4.95700
19 H -29.63800 7.24000 -4.95500
20 O -29.12900 10.33800 -1.89500
21 H -29.31900 10.19400 -2.86900
22 H -29.54600 11.19900 -1.61300
23 O -26.40900 10.43500 0.12800
24 H -25.60900 9.96700 -0.04700
25 H -27.13400 9.95500 0.55100
26 O -28.95300 12.71000 2.88000
27 H -29.71500 12.16700 2.75200
28 H -28.49500 12.69900 2.01400
29 O -25.49100 9.01000 2.45500
30 H -26.13000 9.59000 2.85900
31 H -24.70700 9.57500 2.19400
32 O -30.05500 12.58500 -0.70600
33 H -30.77800 12.54400 -0.11500
34 H -29.55500 13.35500 -0.38800
35 O -30.18300 7.39000 3.23300
36 H -29.27100 7.11500 3.38700
37 H -30.33800 6.81200 2.52200
38 O -31.75400 3.11100 0.21700
39 H -32.24000 3.59900 -0.45900
40 H -31.00000 3.02600 -0.36800
41 O -32.67200 3.69200 -3.03100
42 H -32.72400 4.47500 -2.49900
43 H -33.09700 3.84400 -3.84800
44 O -30.46200 5.42300 1.40800
45 H -31.18000 6.10500 1.22400
46 H -30.83300 4.58100 1.12000
47 O -29.75900 5.49000 -1.53500
48 H -29.20100 5.20200 -0.82900
49 H -29.39200 6.31900 -1.73600
50 O -27.60000 6.95800 3.15800
51 H -27.63600 7.90400 3.37900
52 H -27.50400 6.90600 2.19600
53 O -30.77700 9.81100 4.58000
54 H -30.62200 9.07600 4.01300
55 H -31.62000 10.15900 4.25400
56 O -27.52400 9.83700 3.76000
57 H -28.13800 9.90100 3.03800
58 H -27.97500 10.09900 4.57500

The net charge is -1. The calculation puts the HOMO energy at -8.131 eV. Its multiplicity is 1. The gap between HOMO and LUMO comes out at 0.3703 Eh.

Charges computed using natural (NBO), reported in e:
1 O -0.626
2 C 0.677
3 O -0.597
4 B 1.182
5 O -0.612
6 C 0.725
7 O -0.629
8 O -0.634
9 C 0.675
10 O -0.553
11 C 0.708
12 O -0.629
13 O -0.607
14 O -0.966
15 H 0.501
16 H 0.488
17 O -0.964
18 H 0.485
19 H 0.476
20 O -1.002
21 H 0.480
22 H 0.507
23 O -0.986
24 H 0.472
25 H 0.502
26 O -0.963
27 H 0.495
28 H 0.461
29 O -0.975
30 H 0.495
31 H 0.456
32 O -0.954
33 H 0.491
34 H 0.490
35 O -1.015
36 H 0.493
37 H 0.480
38 O -0.950
39 H 0.497
40 H 0.468
41 O -0.978
42 H 0.492
43 H 0.460
44 O -1.002
45 H 0.477
46 H 0.507
47 O -0.972
48 H 0.462
49 H 0.469
50 O -0.955
51 H 0.498
52 H 0.483
53 O -0.971
54 H 0.496
55 H 0.463
56 O -0.991
57 H 0.511
58 H 0.507

Run 2
Here is 16 unconnected molecules or ions with the total composition C4H30BO23 from the OMol25 dataset. Energies are from the ωB97M-V functional and the def2-TZVPD basis.

CARTESIAN COORDINATES (ANGSTROEM)
1 O 1.02424 3.23468 -0.43086
2 C 0.46032 2.24465 -0.09681
3 O 0.83947 0.98698 -0.33092
4 B -0.29064 0.09742 0.04630
5 O -1.34886 0.99312 0.57932
6 C -0.94566 2.22314 0.53238
7 O -1.54462 3.20848 0.85409
8 O 0.10229 -0.84022 1.13911
9 C -0.07779 -2.07746 0.74914
10 O 0.10741 -3.08405 1.36956
11 C -0.49718 -2.03156 -0.73472
12 O -0.69663 -0.77113 -1.03390
13 O -0.61690 -2.98553 -1.43275
14 O 2.83882 -2.29281 1.54154
15 H 1.98342 -2.08755 1.96644
16 H 2.64314 -3.02261 0.94218
17 O -0.08641 5.44647 2.74211
18 H -0.96803 5.13373 2.50729
19 H 0.20538 4.84653 3.43691
20 O 0.75985 -6.17687 2.05958
21 H 1.09339 -5.65941 1.31335
22 H 1.08410 -5.72154 2.84348
23 O 0.79924 -5.59061 -1.35919
24 H 0.04598 -5.00939 -1.55519
25 H 0.52628 -6.46482 -1.65676
26 O -0.75466 -2.51053 -4.63299
27 H 0.15672 -2.70404 -4.88135
28 H -1.04617 -3.28455 -4.13933
29 O -3.50972 2.92477 3.62432
30 H -3.15363 3.25960 2.79046
31 H -2.99598 2.12909 3.79961
32 O 2.06012 2.14813 -3.69714
33 H 1.97570 2.67909 -4.49719
34 H 1.36057 2.45888 -3.10679
35 O -3.96511 -0.43514 -0.07487
36 H -4.55957 -0.99822 0.43175
37 H -3.18511 -0.97663 -0.22797
38 O 3.69592 0.19771 0.13425
39 H 2.74381 0.35430 0.19604
40 H 3.81208 -0.62843 0.62542
41 O -2.51054 -2.17725 2.79118
42 H -3.04268 -2.98059 2.78118
43 H -1.72826 -2.41557 3.30318
44 O 0.64202 -1.50214 3.19878
45 H 0.04166 -1.41169 2.44139
46 H 0.63838 -0.63366 3.61752
47 O 1.77936 -0.71446 -3.37499
48 H 2.12513 0.15852 -3.63880
49 H 1.54462 -0.59555 -2.44866
50 O -0.92542 5.72895 -0.66166
51 H -1.16969 5.16251 0.08849
52 H -0.74629 5.10562 -1.37071
53 O 2.64385 5.13207 0.94058
54 H 1.98271 5.73164 1.30879
55 H 2.22148 4.78772 0.13741
56 O -1.51698 0.44247 -3.59917
57 H -1.27063 1.16174 -4.18943
58 H -0.78429 -0.19396 -3.66101

The net charge is -1. The calculation puts the HOMO energy at -8.236 eV. Its multiplicity is 1. The gap between HOMO and LUMO comes out at 0.3804 Eh.

Charges computed using natural (NBO), reported in e:
1 O -0.561
2 C 0.701
3 O -0.677
4 B 1.177
5 O -0.616
6 C 0.699
7 O -0.610
8 O -0.676
9 C 0.674
10 O -0.548
11 C 0.701
12 O -0.644
13 O -0.564
14 O -0.982
15 H 0.499
16 H 0.468
17 O -0.944
18 H 0.475
19 H 0.470
20 O -0.954
21 H 0.487
22 H 0.467
23 O -0.957
24 H 0.493
25 H 0.462
26 O -0.944
27 H 0.474
28 H 0.471
29 O -0.951
30 H 0.482
31 H 0.469
32 O -0.949
33 H 0.472
34 H 0.485
35 O -0.925
36 H 0.461
37 H 0.466
38 O -0.966
39 H 0.470
40 H 0.488
41 O -0.954
42 H 0.469
43 H 0.485
44 O -0.969
45 H 0.472
46 H 0.463
47 O -0.972
48 H 0.495
49 H 0.470
50 O -0.954
51 H 0.486
52 H 0.463
53 O -0.964
54 H 0.476
55 H 0.487
56 O -0.952
57 H 0.454
58 H 0.498

Which structure is the least stable? The one labeled run 1.

Run 1
Here is a single C6H12 molecule from the OMol25 dataset. Energies are from the ωB97M-V functional and the def2-TZVPD basis.

CARTESIAN COORDINATES (ANGSTROEM)
1 C -0.75268 -1.72695 -0.73274
2 C 0.30406 -0.70967 -0.30126
3 C 1.08540 -0.93752 0.98685
4 C -0.44077 0.60290 0.02486
5 C 0.33353 1.66390 0.68558
6 C -0.65443 1.74423 -0.84960
7 H -1.38027 -1.26750 -1.51054
8 H -0.34217 -2.65698 -1.13538
9 H -1.40713 -1.98122 0.11184
10 H 0.99667 -0.52520 -1.13672
11 H 1.06063 0.13155 1.44028
12 H 0.58146 -1.62182 1.68131
13 H 2.14276 -1.19338 0.87143
14 H -1.35374 0.40348 0.59518
15 H 0.06015 2.15399 1.61671
16 H 1.36417 1.85973 0.38160
17 H 0.08808 2.04180 -1.57997
18 H -1.68572 2.01864 -1.14942

The net charge is 0. The calculation puts the HOMO energy at -8.773 eV. Its multiplicity is 1. The gap between HOMO and LUMO comes out at 0.3682 Eh. The SMILES is CC(C)C1CC1.

Charges computed using natural (NBO), reported in e:
1 C -0.597
2 C -0.232
3 C -0.618
4 C -0.278
5 C -0.406
6 C -0.398
7 H 0.208
8 H 0.210
9 H 0.200
10 H 0.198
11 H 0.226
12 H 0.206
13 H 0.212
14 H 0.213
15 H 0.223
16 H 0.212
17 H 0.203
18 H 0.217

Run 2
Here is a single C6H12 molecule from the OMol25 dataset. Energies are from the ωB97M-V functional and the def2-TZVPD basis.

CARTESIAN COORDINATES (ANGSTROEM)
1 C 1.85078 0.24434 1.13715
2 C 1.54147 -0.00469 -0.33968
3 C 0.29256 0.74073 -0.84673
4 C -0.96342 -0.11935 -0.80828
5 C -2.21699 0.24872 -0.06691
6 C -1.37153 -0.89849 0.41212
7 H 1.00052 -0.00958 1.77814
8 H 2.09088 1.29876 1.31753
9 H 2.70350 -0.35721 1.47001
10 H 2.41942 0.27351 -0.93439
11 H 1.38791 -1.07879 -0.50126
12 H 0.44948 1.05718 -1.88586
13 H 0.15055 1.66848 -0.27460
14 H -1.14157 -0.65529 -1.73940
15 H -2.20113 1.14652 0.54686
16 H -3.17661 0.04787 -0.53480
17 H -1.71244 -1.92041 0.27282
18 H -0.81846 -0.74447 1.33342

The net charge is 0. The calculation puts the HOMO energy at -10.106 eV. Its multiplicity is 1. The gap between HOMO and LUMO comes out at 0.4204 Eh. The SMILES is CCCC1CC1.

Charges computed using natural (NBO), reported in e:
1 C -0.602
2 C -0.395
3 C -0.403
4 C -0.224
5 C -0.416
6 C -0.428
7 H 0.197
8 H 0.200
9 H 0.208
10 H 0.199
11 H 0.200
12 H 0.212
13 H 0.199
14 H 0.209
15 H 0.209
16 H 0.213
17 H 0.213
18 H 0.208

Run 3
Here is a single C6H12 molecule from the OMol25 dataset. Energies are from the ωB97M-V functional and the def2-TZVPD basis.

CARTESIAN COORDINATES (ANGSTROEM)
1 C 0.18983 -0.51622 -0.95090
2 C 0.44615 0.74418 -0.34109
3 C -0.13625 -1.72845 -0.06968
4 C 0.26188 -0.61858 -2.42123
5 C -0.71092 1.52736 1.82975
6 C 0.52122 0.79565 1.24049
7 H 0.51017 1.65196 -0.91869
8 H -0.89173 -1.56074 0.67848
9 H 0.68774 -2.06918 0.53071
10 H -0.27542 -2.53865 -0.68312
11 H -0.66976 -0.15002 -2.79128
12 H 0.13048 -1.64308 -2.63779
13 H 1.11664 -0.17277 -2.82065
14 H -0.77697 1.37410 2.92711
15 H -0.75642 2.63418 1.78376
16 H -1.66470 1.09721 1.41527
17 H 0.56004 -0.17824 1.72874
18 H 1.45802 1.35131 1.50013

The net charge is 0. The calculation puts the HOMO energy at -8.309 eV. Its multiplicity is 1. The gap between HOMO and LUMO comes out at 0.3456 Eh. The SMILES is CCC=C(C)C.

Charges computed using natural (NBO), reported in e:
1 C 0.036
2 C -0.208
3 C -0.660
4 C -0.652
5 C -0.615
6 C -0.437
7 H 0.198
8 H 0.222
9 H 0.220
10 H 0.209
11 H 0.222
12 H 0.208
13 H 0.225
14 H 0.202
15 H 0.209
16 H 0.205
17 H 0.208
18 H 0.208

Run 4
Here is 2 unconnected molecules or ions with the total composition C6H12 from the OMol25 dataset. Energies are from the ωB97M-V functional and the def2-TZVPD basis.

CARTESIAN COORDINATES (ANGSTROEM)
1 C 2.12921 1.26994 1.48804
2 C 1.47147 2.19127 0.42286
3 C 2.11002 2.90261 -0.48992
4 H 3.28932 1.30266 1.59889
5 H 1.73181 1.67793 2.40302
6 H 1.74688 0.21475 1.55821
7 H 0.37060 2.05248 0.27432
8 H 1.47260 3.39810 -1.22132
9 H 3.11492 2.57239 -0.79827
10 C -2.12775 -0.90439 -0.72506
11 C -1.32218 -2.11476 -0.67589
12 C -2.05332 -3.25573 -0.50431
13 H -2.23762 -0.71874 -1.81573
14 H -3.09825 -1.12178 -0.32368
15 H -1.64232 -0.07898 -0.13974
16 H -0.28701 -1.98437 -0.41158
17 H -1.46695 -4.01743 -0.00292
18 H -3.20143 -3.38594 -0.63691

The net charge is 0. The calculation puts the HOMO energy at -9.183 eV. Its multiplicity is 1. The gap between HOMO and LUMO comes out at 0.3747 Eh. The SMILES is C=CC.C=CC.

Charges computed using natural (NBO), reported in e:
1 C -0.666
2 C -0.158
3 C -0.432
4 H 0.219
5 H 0.220
6 H 0.220
7 H 0.196
8 H 0.199
9 H 0.203
10 C -0.653
11 C -0.177
12 C -0.419
13 H 0.219
14 H 0.212
15 H 0.214
16 H 0.203
17 H 0.196
18 H 0.205

Which structure is the least stable? The one labeled run 4.